A structure of composition C19H30F5N6SeSr, computed with wB97M-V/def2-TZVPD.

Summary:
* energy: -4001.85342 a.u.
* charge: +1
* maximum force: 2.13 eV Å⁻¹

Geometry (Å):
Sr: -0.0474 -0.2029 0.0273
Se: 1.5451 1.7381 1.6666
F: 3.5078 6.1172 -0.4097
F: 3.4973 4.0510 1.2978
F: 2.0614 5.9175 -2.7074
F: 0.0232 2.0725 -1.1860
F: 0.4144 3.8379 -3.0820
N: -2.1071 -1.3597 -1.6537
N: -0.8558 -1.0791 2.5257
N: 4.1720 0.8045 -1.0889
N: -2.6511 0.8922 0.2653
N: 0.3182 -2.7540 0.3513
N: 2.0981 -0.4893 -1.3960
C: 3.1041 0.0979 -1.2775
C: -0.1611 -3.3091 1.6668
C: -3.0892 1.2276 1.6487
C: -3.3408 -1.2717 -0.8437
C: -3.6556 0.1525 -0.5229
C: 2.6716 4.0481 0.2807
C: -1.3935 -3.7797 -1.1833
C: 1.9843 5.0095 -1.7996
C: 0.9909 2.9950 -0.9506
C: -1.8149 -0.3120 3.2942
C: 1.7527 2.9868 0.1968
C: -3.1421 0.0670 2.6421
C: 2.7108 5.0669 -0.6231
C: -1.2778 -2.4780 2.2855
C: 5.1543 0.5210 0.0129
C: 4.5147 1.8369 -2.1137
C: -1.8855 -2.7405 -2.1984
C: 0.0347 -3.6522 -0.7689
C: 1.1150 3.9666 -1.9652
H: -1.3237 0.6456 3.5675
H: -3.6605 -0.7590 2.1434
H: -2.2343 -0.8064 -2.4973
H: 6.1484 0.3991 -0.4249
H: -1.5184 -2.9906 3.2527
H: -3.1392 -1.8212 0.0774
H: 0.0455 -1.0199 3.0000
H: -3.7833 0.3915 3.4835
H: -3.7578 0.6751 -1.4509
H: -2.4476 1.7744 -0.1964
H: -1.4757 -4.6954 -1.7667
H: -4.6008 0.1944 -0.0032
H: -2.1861 -2.4168 1.6889
H: 0.6791 -3.2958 -1.5648
H: -4.0943 1.6405 1.5921
H: 5.1648 1.4007 -2.8337
H: -0.5183 -4.3377 1.4741
H: -2.0725 -3.8321 -0.3472
H: 3.5795 2.1937 -2.5824
H: 0.3840 -4.6622 -0.4725
H: 4.9226 -0.4084 0.5252
H: 0.6899 -3.4181 2.3551
H: 1.3268 -2.5280 0.3627
H: -2.7808 -3.1308 -2.6350
H: -2.4168 1.9913 2.0208
H: 5.1552 1.3784 0.6932
H: -2.0583 -0.8592 4.2470
H: 5.0575 2.6945 -1.7051
H: -4.2095 -1.6910 -1.3665
H: -1.1245 -2.6851 -3.0282



The molecule C19H30FN4O6P, computed with wB97M-V/def2-TZVPD.

Summary:
* energy: -1853.58982 a.u.
* charge: 0
* maximum force: 1.53 eV Å⁻¹
* SMILES: CCCNc1c(COCOCCO)c(P(N)O)c2c(c1[C@H](C)F)C(=O)N(NCC)C2=O

Geometry (Å):
P: -0.5991 -2.4597 -2.2672
F: -1.2778 4.3089 -1.6613
O: -3.5258 -0.9464 -3.2330
O: -1.3966 -2.4744 -3.7028
O: -3.5760 3.0479 -2.0887
O: 1.3328 -2.0345 -0.0397
O: 5.6139 -4.0481 1.5293
O: 2.4093 -2.9010 1.8152
N: 1.6402 1.9981 -0.2270
N: -4.2721 0.4613 -0.4261
N: 1.0025 -2.7070 -2.8283
N: -3.9682 0.7860 -1.7747
C: -3.1203 -0.1869 -2.4271
C: -0.5609 -0.6666 -1.7574
C: 4.5860 -3.3549 0.8257
C: -1.7458 1.4826 -1.5562
C: 1.7544 -0.8798 -0.7604
C: 1.4524 -1.9998 1.3523
C: -5.5909 -1.4648 0.4235
C: -5.6360 -0.1182 -0.2841
C: -1.2624 3.9265 0.6766
C: 0.5460 -0.0413 -1.1147
C: -1.7147 0.1250 -1.9184
C: -0.6289 2.1142 -1.0117
C: -0.6336 3.5868 -0.6781
C: 2.6385 1.7658 2.1026
C: 1.9980 1.2719 3.3935
C: 0.5139 1.3270 -0.7741
C: 3.7550 -2.4556 1.7446
C: -3.1590 1.9835 -1.8183
C: 1.5932 2.4197 1.1827
H: -6.2148 0.5776 0.3165
H: 3.4164 2.4818 2.3561
H: 3.8055 -1.4154 1.4177
H: 0.5059 -2.3091 1.7884
H: 3.9366 -4.1172 0.4119
H: -1.9828 4.7268 0.5495
H: 2.7000 0.7299 4.0200
H: 1.6848 -0.9970 1.7168
H: -5.4726 -1.3415 1.4953
H: -1.7369 3.0737 1.1521
H: -0.5034 4.3022 1.3548
H: -4.7918 -2.0850 0.0216
H: 2.4890 1.4973 -0.4236
H: 0.4032 3.9171 -0.6985
H: 4.1901 -2.5036 2.7413
H: -6.5275 -1.9868 0.2454
H: 3.1278 0.9534 1.5667
H: 1.2429 -2.0156 -3.5352
H: 1.5300 2.0864 3.9375
H: 0.6034 2.2213 1.5820
H: -3.6134 -0.2316 -0.0734
H: -6.0439 -0.2215 -1.2824
H: 1.7250 3.5005 1.2291
H: 1.0598 -3.6275 -3.2433
H: 2.4971 -0.3327 -0.1905
H: 6.3357 -3.4311 1.6756
H: 5.0019 -2.7870 -0.0081
H: 2.2439 -1.2463 -1.6510
H: -0.9808 -1.8546 -4.3184
H: 1.2011 0.5695 3.1495



A structure of composition C19H30N10O3PS, computed with wB97M-V/def2-TZVPD.

Summary:
* energy: -2254.65263 a.u.
* charge: -1
* maximum force: 2.52 eV Å⁻¹

Geometry (Å):
S: -1.8684 1.1750 -2.8014
P: -0.1440 -0.7445 -1.6113
O: -0.5397 1.7960 -2.8914
O: -2.6494 1.5789 -3.9569
O: -2.6738 -1.3360 -2.0763
N: -4.9231 -0.5940 -2.5108
N: -0.2008 0.1420 -0.2825
N: 5.5781 0.5239 -6.2818
N: -7.3129 -5.3574 0.4700
N: 1.7111 -2.2886 -3.2010
N: 4.8564 2.9233 -0.4415
N: -0.6284 3.3901 1.2580
N: -2.3368 1.0334 6.3663
N: -0.9419 -1.8343 1.8123
N: 2.1874 -1.7058 6.2974
C: -2.1638 -4.0527 1.2023
C: -1.4834 -2.8066 1.5440
C: 1.4726 3.7704 -0.2305
C: 0.3016 3.5537 0.6113
C: -2.6000 1.8087 -1.2808
C: 4.9450 2.1420 2.0443
C: 2.6510 -2.0482 -3.8096
C: -6.6497 -4.6115 -0.0927
C: -0.1264 -1.7187 7.5006
C: -2.3752 1.5927 5.3668
C: 1.1691 -1.7102 6.8219
C: 5.3770 2.6592 -4.7970
C: -2.4221 2.3114 4.0946
C: -5.8027 -3.6588 -0.8113
C: -3.8341 -1.0068 -2.4901
C: 5.4914 1.4655 -5.6348
C: 4.9011 2.5775 0.6495
C: 3.8471 -1.7405 -4.5884
C: -1.5760 -0.5612 -2.7494
H: -2.9805 3.2373 4.2150
H: -3.4222 2.4830 -1.5055
H: -2.9077 1.6979 3.3391
H: -2.8856 0.9770 -0.6460
H: -1.4136 2.5447 3.7608
H: 1.2705 3.4030 -1.2366
H: -6.4053 -2.8434 -1.2057
H: -0.5247 -2.7310 7.5217
H: 5.9630 2.2148 2.4210
H: 5.7322 3.5288 -5.3457
H: 4.0122 -0.6676 -4.5923
H: 5.9732 2.5361 -3.8953
H: -0.0066 -1.3609 8.5210
H: 1.0120 -0.3879 -2.2955
H: 2.3226 3.2331 0.1770
H: -2.3147 -4.6498 2.0994
H: 3.7227 -2.0812 -5.6134
H: 4.6082 1.1100 2.1176
H: 1.7064 4.8330 -0.2734
H: -5.3003 -4.1588 -1.6367
H: -0.1520 -2.1086 -1.2351
H: 4.3367 2.8133 -4.5168
H: -5.0564 -3.2483 -0.1374
H: -1.5622 -4.6174 0.4930
H: -0.1946 -0.4539 0.5439
H: 4.7135 -2.2326 -4.1512
H: -3.1276 -3.8332 0.7534
H: -1.8245 2.3908 -0.7980
H: -0.8248 -1.0681 6.9752
H: 4.2941 2.7719 2.6470